Record 1
7
Properties=species:S:1:pos:R:3 method="wB97M-V/def2-TZVPD" relative_energy_kcal_mol=17.0 homo_ev=-8.00 gap_ev=8.1961 smiles="N/N=P/O" e_lumo_ev=0.2
N 1.4411 0.3432 0.1969
N 0.2251 -0.2335 0.1362
P -1.2488 0.6387 0.0568
O -2.2344 -0.6302 -0.0013
H 1.4827 1.3541 0.2567
H 2.0614 -0.0308 -0.5137
H -1.7272 -1.4415 -0.1317

Record 2
16
Properties=species:S:1:pos:R:3 method="wB97M-V/def2-TZVPD" relative_energy_kcal_mol=0.0 homo_ev=-9.78 gap_ev=10.5275 smiles="FC(F)=CC(F)(F)F.FC1=CC1" e_lumo_ev=0.7
F 2.1091 -1.9293 -1.7856
C 1.4049 -2.0698 -0.7185
F 0.8854 -3.2801 -0.6037
C 1.3544 -1.2330 0.3448
C 2.0321 0.1064 0.3789
F 1.1549 0.9955 0.8679
F 2.4548 0.6961 -0.7830
F 2.9965 0.1180 1.2287
H 0.6987 -1.4484 1.2138
F -0.8508 0.2240 -1.4382
C -1.7571 0.8620 -0.6634
C -2.9996 1.1839 -0.4802
C -1.9188 1.3506 0.7423
H -4.0048 1.4624 -0.8448
H -1.6030 2.3236 0.9732
H -1.9567 0.6381 1.5676

Record 3
68
Properties=species:S:1:pos:R:3 method="wB97M-V/def2-TZVPD" relative_energy_kcal_mol=28.8 homo_ev=-8.91 gap_ev=8.8856 e_lumo_ev=0.0
C 13.3074 11.8581 6.9254
C 13.9262 10.6378 7.3448
N 14.4022 9.6274 7.6798
H 13.7564 12.5940 7.5924
H 12.2277 11.7142 6.8831
H 13.7321 12.0327 5.9369
C 14.7402 19.0387 10.1490
C 14.9969 18.8220 8.7714
N 15.2072 18.6384 7.6558
H 13.6818 19.2941 10.2003
H 15.2655 19.9406 10.4634
H 15.0750 18.2281 10.7963
C 13.2312 13.6732 15.2386
C 12.2422 14.7330 15.5867
N 11.4348 15.5562 15.8821
H 14.1454 14.1123 14.8393
H 12.9073 13.0253 14.4241
H 13.4166 12.9583 16.0403
C 8.6164 16.5591 13.9819
S 8.7500 18.0045 12.9584
O 7.6826 18.9595 13.4140
C 10.2452 18.6561 13.8105
H 9.5551 16.0057 13.9559
H 7.9222 15.8635 13.5104
H 8.2639 16.7806 14.9892
H 11.0627 18.0223 13.4669
H 10.0168 18.6742 14.8762
H 10.3249 19.6823 13.4517
C 6.2729 15.3498 9.8874
S 8.0863 15.3000 10.2843
O 8.4723 13.8214 10.3553
C 8.7288 15.9911 8.7420
H 5.8783 14.5299 10.4874
H 6.0564 15.0937 8.8502
H 5.8560 16.3508 9.9986
H 9.8073 16.1190 8.8348
H 8.5227 17.0474 8.5698
H 8.4096 15.4832 7.8319
C 19.2298 13.0912 14.6383
S 17.4531 12.7498 14.8884
O 16.7556 13.6563 15.8632
C 16.5932 13.1866 13.2702
H 19.7836 13.0846 15.5771
H 19.4617 14.0826 14.2489
H 19.5855 12.2209 14.0869
H 15.5648 13.4998 13.4503
H 16.5477 12.3908 12.5267
H 17.1322 13.9507 12.7101
C 13.9408 14.2463 9.6397
C 13.2226 14.7485 10.8860
O 13.4063 14.1594 11.9543
C 12.3476 15.9366 10.6890
H 14.8404 14.8552 9.5506
H 13.3352 14.1904 8.7352
H 14.3378 13.2556 9.8611
H 12.0010 16.3156 11.6504
H 11.4669 15.7910 10.0634
H 12.8587 16.7721 10.2106
C 11.3633 11.3260 11.2528
C 11.0501 10.3916 10.1360
O 11.7540 10.1782 9.2050
C 9.7886 9.6664 10.2404
H 11.7031 10.8001 12.1450
H 10.4875 11.9232 11.5066
H 12.1435 12.0440 11.0001
H 8.9218 10.1707 10.6677
H 9.9906 8.7205 10.7428
H 9.4651 9.2936 9.2685

Record 4
19
Properties=species:S:1:pos:R:3 method="wB97M-V/def2-TZVPD" relative_energy_kcal_mol=9.4 homo_ev=-11.39 gap_ev=12.5015 smiles=CCC.CC e_lumo_ev=1.1
C -0.5501 0.6294 0.8695
C -0.5210 0.6652 2.4066
C 0.8817 0.3200 2.8807
H -0.7111 -0.3522 0.4076
H 0.3041 0.9595 0.2721
H -1.4424 1.1512 0.5119
H -0.8354 1.6346 2.7838
H -1.2323 -0.0993 2.7295
H 1.1280 -0.7293 2.7094
H 1.5771 0.9673 2.3490
H 1.0014 0.4240 3.9660
C -0.3383 -1.3259 -3.2093
C 0.5172 -0.2161 -2.6551
H 0.1543 -1.8681 -4.0239
H -0.6466 -2.0401 -2.4480
H -1.2277 -0.9353 -3.7089
H 0.9895 0.4280 -3.4114
H -0.1388 0.5222 -2.1892
H 1.3582 -0.4824 -2.0197

Record 5
66
Properties=species:S:1:pos:R:3 method="wB97M-V/def2-TZVPD" relative_energy_kcal_mol=109.3 total_charge=-1 homo_ev=-0.25 gap_ev=1.8242 e_lumo_ev=1.6
Ba 0.3833 -0.2051 1.1302
P 1.0225 -0.5834 4.2124
O 2.2511 -1.1438 4.9657
O 0.0274 -1.4231 3.3903
O 1.8409 0.3468 3.2926
O 0.3606 0.3667 5.1275
C -1.0347 2.9153 -4.0047
C -2.3455 3.1913 -3.2449
O -2.2448 2.3802 -2.0516
C -1.1804 1.6387 -2.1309
O -0.7469 0.8256 -1.3309
O -0.5782 1.7464 -3.4035
F -3.3132 2.7731 -4.0717
H -0.2377 3.6325 -3.8087
H -1.1340 2.8608 -5.0888
H -2.4208 4.2466 -2.9827
C -4.1921 -3.9422 -0.6667
C -4.7595 -2.5911 -0.7488
O -3.7978 -1.9270 -0.0234
C -2.6431 -2.4269 -0.3582
O -1.5626 -1.8662 -0.1889
O -2.8316 -3.6339 -0.8373
F -5.9279 -2.5548 -0.1591
H -4.5745 -4.4342 -1.5610
H -4.3682 -4.4868 0.2609
H -4.8953 -2.2014 -1.7577
C 2.7054 -5.7535 -0.3779
C 1.2558 -5.7868 -0.5317
O 0.8969 -4.4309 -0.6393
C 1.7758 -3.6569 -0.0729
O 1.5923 -2.5292 0.3925
O 2.9078 -4.3948 0.0763
F 0.6596 -6.2993 0.6051
H 3.2664 -6.0717 -1.2566
H 3.0750 -6.5093 0.3151
H 0.9042 -6.4011 -1.3607
C 3.6628 3.3733 1.5964
C 2.9927 4.6087 2.1105
O 1.6362 4.2729 2.0129
C 1.4700 3.2145 1.2480
O 0.3677 2.7519 0.8337
O 2.6740 2.6768 0.9313
F 3.2577 5.5897 1.2955
H 4.0996 2.7857 2.4039
H 4.3817 3.7984 0.8961
H 3.3799 4.7871 3.1137
C 4.3328 1.9236 -3.1993
C 3.4299 3.0836 -2.6731
O 2.4745 2.3376 -1.9427
C 2.8751 1.0813 -1.6881
O 2.3117 0.3434 -0.9106
O 4.0834 0.8550 -2.3784
F 2.7571 3.7267 -3.5832
H 5.3148 2.3507 -2.9958
H 4.0836 1.6758 -4.2311
H 3.8665 3.8642 -2.0500
C -2.7649 -0.7589 2.8801
C -4.1768 -0.4030 3.2563
O -4.1578 0.9321 2.9179
C -3.2129 1.2033 2.0355
O -2.8422 2.2535 1.4895
O -2.4435 0.0446 1.8365
F -4.3205 -0.5993 4.5291
H -2.6614 -1.8318 2.7177
H -2.0656 -0.6387 3.7075
H -4.9421 -0.9734 2.7298